# 1
{
  "formula": "C3H10O3",
  "method": "ωB97M-V/def2-TZVPD",
  "homo_lumo_gap_ev": 10.32,
  "total_charge": 0,
  "smiles": "C=CCO.O.O",
  "de_lowest_kj_mol": 119.9,
  "energy_ev": -9414.2906,
  "symbols": ["C", "C", "C", "O", "H", "H", "H", "H", "H", "H", "O", "H", "H", "O", "H", "H"],
  "xyz": [[-2.2276, -1.2521, 0.6256], [-1.8010, -0.0246, 0.3502], [-1.4849, 1.0255, 1.3653], [-0.5350, 2.0436, 0.8955], [-2.5523, -1.9734, -0.1121], [-2.4724, -1.6244, 1.6126], [-1.4517, 0.2359, -0.6602], [-2.3621, 1.6822, 1.5510], [-1.0101, 0.7231, 2.2807], [0.1377, 1.5989, 0.3651], [2.9942, -1.3597, -2.6088], [2.6411, -0.9648, -1.7846], [2.3324, -1.1903, -3.3053], [1.7707, -0.1490, -0.1362], [1.3533, -0.8863, 0.3504], [2.7262, -0.2365, -0.0563]],
  "forces_ev_per_a": [[-0.77, -0.17, 0.01], [1.14, -0.47, -0.02], [0.46, 2.49, -0.52], [-0.43, -0.71, -0.54], [0.47, 0.14, -0.48], [0.14, 0.47, 0.34], [-0.71, -0.03, 0.22], [0.22, -0.84, 0.24], [-0.54, -0.92, 0.62], [0.14, 0.01, 0.12], [-0.38, 0.24, 0.10], [-0.18, -0.28, -0.99], [0.41, -0.02, 0.68], [-0.43, -0.33, 0.04], [0.50, 0.44, -0.30], [-0.04, -0.01, 0.48]],
  "nbo_charge": [-0.394, -0.216, -0.120, -0.734, 0.202, 0.192, 0.210, 0.199, 0.188, 0.472, -0.959, 0.474, 0.472, -0.958, 0.491, 0.481]
}

=====

# 2
{
  "formula": "C3H6O3",
  "method": "ωB97M-V/def2-TZVPD",
  "homo_lumo_gap_ev": 10.14,
  "total_charge": 0,
  "smiles": "COC(=O)C=O.[H][H]",
  "de_lowest_kj_mol": 213.5,
  "energy_ev": -9349.1039,
  "symbols": ["C", "O", "C", "O", "C", "O", "H", "H", "H", "H", "H", "H"],
  "xyz": [[2.0910, -0.4367, 0.0882], [0.7943, -0.3922, 0.6922], [-0.0670, 0.4559, 0.1215], [0.1475, 1.1266, -0.8527], [-1.3750, 0.4602, 0.9180], [-2.1618, 1.3625, 0.8216], [2.0186, -0.8298, -0.9286], [2.5227, 0.5663, 0.0543], [2.6882, -1.0960, 0.7173], [-1.5323, -0.4119, 1.5793], [-2.5235, -0.7645, -1.6790], [-2.6028, -0.0402, -1.5321]],
  "forces_ev_per_a": [[0.24, -0.03, -0.09], [-0.16, 0.05, 0.01], [0.14, 0.32, -0.41], [-0.08, -0.32, 0.48], [-0.47, 0.41, 0.00], [0.42, -0.49, 0.08], [0.01, 0.05, 0.13], [-0.04, -0.14, 0.00], [-0.08, 0.09, -0.11], [0.03, 0.10, -0.03], [-0.02, 0.03, -0.01], [0.00, -0.06, -0.05]],
  "nbo_charge": [-0.267, -0.493, 0.674, -0.541, 0.337, -0.445, 0.199, 0.201, 0.201, 0.134, -0.013, 0.012]
}

=====

# 3
{
  "formula": "C39H53FN9OS2Y",
  "method": "ωB97M-V/def2-TZVPD",
  "homo_lumo_gap_ev": 7.06,
  "total_charge": 2,
  "de_lowest_kj_mol": 53.4,
  "energy_ev": -82188.2389,
  "symbols": ["Y", "C", "C", "N", "C", "C", "N", "C", "C", "N", "C", "C", "N", "C", "C", "C", "C", "C", "C", "C", "N", "H", "H", "H", "H", "H", "H", "H", "H", "H", "H", "H", "H", "H", "H", "H", "H", "H", "H", "H", "H", "H", "H", "H", "S", "C", "N", "C", "C", "N", "C", "C", "C", "C", "C", "C", "C", "C", "S", "C", "C", "C", "C", "C", "C", "C", "H", "H", "H", "H", "H", "H", "H", "H", "H", "H", "H", "H", "H", "H", "H", "H", "H", "H", "C", "N", "C", "C", "C", "N", "C", "C", "O", "H", "H", "H", "H", "H", "H", "H", "H", "H", "H", "H", "H", "F"],
  "xyz": [[-1.1937, 0.3898, -0.1924], [-0.6610, 4.6200, 1.5098], [-0.3194, 3.2587, 0.9992], [-0.7476, 2.1664, 1.4815], [-1.6693, 2.0594, 2.5973], [-1.4838, 0.6771, 3.2417], [-1.0923, -0.3203, 2.2235], [-1.2800, -1.7403, 2.6025], [-1.8478, -2.5448, 1.4376], [-1.2676, -2.1390, 0.1477], [0.0752, -2.6613, -0.1405], [0.5686, -2.1414, -1.4890], [0.6370, -0.6773, -1.4433], [1.6292, 0.0054, -1.8644], [2.8358, -0.5040, -2.5814], [1.6055, 1.4813, -1.5386], [2.5661, 2.3796, -1.9786], [2.5281, 3.6751, -1.4803], [1.5756, 4.0272, -0.5367], [0.6423, 3.0763, -0.1493], [0.6517, 1.8547, -0.6871], [-1.7422, 4.6962, 1.6287], [-0.3427, 5.4087, 0.8346], [-0.2012, 4.7948, 2.4846], [-2.6857, 2.1607, 2.2004], [-1.5237, 2.8430, 3.3444], [-2.4178, 0.3591, 3.7056], [-0.7276, 0.7238, 4.0309], [-0.0770, -0.1932, 2.1183], [-1.9660, -1.8104, 3.4480], [-0.3250, -2.1539, 2.9290], [-2.9230, -2.3649, 1.3615], [-1.7103, -3.6152, 1.6236], [-1.8923, -2.4369, -0.5949], [0.0909, -3.7569, -0.1436], [0.7644, -2.3261, 0.6394], [-0.1253, -2.4251, -2.2861], [1.5320, -2.6063, -1.6947], [2.8094, -1.5734, -2.7546], [3.7346, -0.2581, -2.0139], [2.9154, -0.0081, -3.5506], [3.3359, 2.0825, -2.6744], [3.2643, 4.3994, -1.8015], [1.5761, 5.0140, -0.0980], [2.2161, 0.6785, 1.8140], [3.1024, 0.1700, 3.1385], [4.0631, 0.8767, 3.7043], [4.7349, 0.3923, 4.9131], [3.6934, -0.2300, 5.8036], [3.0447, -1.3087, 5.0617], [2.7938, -2.5457, 5.8287], [4.0847, -3.1993, 6.2471], [4.4559, -3.2377, 7.5844], [5.6603, -3.8158, 7.9650], [6.5008, -4.3546, 7.0045], [6.1339, -4.3215, 5.6644], [4.9313, -3.7491, 5.2856], [2.8416, -1.2176, 3.7527], [2.3980, -2.4675, 2.7631], [4.6028, 2.1216, 3.1331], [6.0435, 1.9273, 2.7389], [6.3627, 1.0020, 1.7469], [7.6832, 0.7922, 1.3888], [8.6960, 1.5094, 2.0162], [8.3836, 2.4306, 3.0016], [7.0582, 2.6355, 3.3652], [5.2141, 1.2434, 5.3925], [5.5118, -0.3296, 4.6491], [2.9546, 0.5028, 6.1399], [4.1687, -0.6725, 6.6774], [2.1921, -3.1946, 5.1987], [2.2076, -2.2596, 6.7049], [3.7980, -2.8246, 8.3411], [5.9387, -3.8475, 9.0094], [7.4383, -4.8075, 7.2971], [6.7847, -4.7529, 4.9157], [4.6374, -3.7327, 4.2428], [4.5067, 2.9034, 3.8895], [3.9754, 2.3806, 2.2849], [5.5706, 0.4430, 1.2590], [7.9282, 0.0722, 0.6194], [9.7270, 1.3466, 1.7333], [9.1697, 2.9892, 3.4909], [6.8180, 3.3580, 4.1367], [-4.6790, -0.0892, 0.2735], [-4.8845, -0.6764, -1.0367], [-6.2985, -0.8045, -1.4009], [-6.4541, -1.7409, -2.5760], [-5.5769, -1.2502, -3.7030], [-4.2049, -1.0726, -3.2307], [-3.1805, -1.1073, -4.2613], [-3.8962, -0.7560, -1.9618], [-2.6887, -0.5726, -1.6417], [-5.2114, -0.6833, 1.0171], [-5.0435, 0.9403, 0.3011], [-3.6304, -0.0523, 0.5616], [-6.7072, 0.1862, -1.6277], [-6.8268, -1.1817, -0.5249], [-7.4949, -1.7748, -2.8945], [-6.1602, -2.7517, -2.2865], [-5.9457, -0.3032, -4.1094], [-5.5501, -1.9678, -4.5232], [-3.1116, -2.1096, -4.6877], [-2.2213, -0.8237, -3.8445], [-3.4429, -0.4093, -5.0575], [-2.4514, 1.9331, -0.6160]],
  "forces_ev_per_a": [[-0.34, -0.23, 0.11], [-0.03, 0.03, -0.02], [0.18, -0.04, -0.07], [-0.02, -0.02, -0.09], [0.15, 0.06, 0.02], [-0.05, -0.07, 0.07], [0.06, 0.06, -0.18], [0.00, 0.06, 0.06], [-0.08, -0.01, -0.08], [0.17, 0.07, -0.03], [0.03, 0.00, 0.03], [0.09, 0.03, 0.02], [0.07, 0.00, 0.12], [-0.05, 0.10, -0.01], [-0.01, -0.01, -0.04], [0.01, -0.08, -0.03], [-0.03, 0.02, 0.08], [0.01, -0.02, -0.01], [-0.07, 0.02, -0.02], [0.05, -0.07, 0.09], [0.07, -0.02, 0.07], [0.00, 0.01, 0.02], [0.00, 0.00, -0.01], [0.00, -0.01, 0.02], [0.02, 0.00, -0.04], [-0.04, 0.01, -0.02], [0.00, 0.03, -0.01], [0.00, 0.02, -0.01], [0.01, -0.02, 0.05], [0.00, -0.02, -0.02], [0.01, -0.02, -0.01], [0.01, 0.01, 0.01], [0.00, 0.01, 0.02], [-0.01, 0.03, 0.02], [0.02, 0.01, -0.02], [0.00, 0.00, 0.01], [-0.01, 0.00, 0.02], [-0.02, 0.03, -0.05], [0.00, 0.00, -0.01], [0.00, -0.01, 0.01], [0.01, 0.00, -0.01], [0.01, 0.01, -0.01], [0.01, 0.00, -0.01], [0.01, 0.01, -0.01], [-0.09, 0.08, -0.01], [-0.06, -0.34, 0.00], [0.16, 0.13, -0.06], [-0.06, 0.00, -0.04], [0.03, -0.03, -0.03], [-0.04, -0.19, 0.16], [-0.03, 0.13, -0.07], [0.01, -0.04, -0.02], [0.00, -0.01, 0.05], [0.01, -0.01, -0.02], [0.00, -0.01, 0.00], [0.02, -0.01, -0.01], [-0.01, 0.03, 0.00], [0.08, 0.31, -0.07], [-0.03, -0.06, -0.03], [-0.10, -0.05, 0.07], [-0.01, -0.02, -0.03], [0.00, 0.00, 0.00], [0.01, 0.01, 0.00], [0.00, -0.02, -0.03], [0.01, 0.01, 0.00], [0.02, 0.03, -0.01], [-0.02, 0.00, 0.03], [0.00, -0.02, 0.03], [0.02, 0.03, -0.02], [0.00, 0.02, 0.00], [0.02, -0.03, 0.03], [0.02, -0.01, 0.01], [-0.02, 0.01, -0.01], [0.00, 0.00, 0.01], [0.01, 0.00, 0.01], [0.00, 0.00, -0.01], [0.00, -0.01, -0.01], [0.02, 0.00, -0.01], [0.04, 0.02, -0.01], [-0.01, 0.00, 0.00], [0.00, -0.01, 0.00], [0.01, 0.00, 0.00], [0.00, 0.01, 0.01], [-0.01, 0.00, 0.01], [0.09, 0.11, 0.05], [-0.02, -0.02, -0.03], [0.04, 0.04, 0.03], [-0.05, -0.01, 0.00], [0.04, 0.01, -0.03], [-0.03, -0.01, 0.00], [0.03, 0.00, -0.03], [0.03, 0.17, -0.06], [0.00, -0.20, 0.15], [-0.02, 0.02, 0.00], [-0.02, -0.02, 0.00], [-0.12, -0.18, -0.08], [-0.01, -0.02, -0.02], [0.00, -0.02, -0.02], [0.00, 0.01, 0.00], [0.00, 0.00, 0.00], [-0.03, -0.01, 0.00], [-0.01, -0.01, 0.02], [0.00, 0.00, 0.00], [-0.01, 0.00, 0.00], [0.01, 0.01, -0.01], [-0.15, 0.15, 0.02]],
  "mulliken_charge": [0.701, -1.972, 0.684, 0.250, -0.972, -1.014, 0.582, -0.332, -0.993, -0.208, -0.416, -1.052, 0.500, 0.482, -1.909, 0.853, -0.890, -0.968, -1.145, 0.787, 0.940, 0.397, 0.565, 0.362, 0.325, 0.545, 0.510, 0.370, -0.387, 0.560, -0.131, 0.289, 0.465, 0.282, 0.587, -0.083, 0.241, 0.603, 0.419, 0.373, 0.400, 0.489, 0.475, 0.428, 0.327, -0.511, 0.232, -0.676, -0.872, 0.235, -1.334, 0.534, -0.300, -0.645, -0.425, -0.775, -0.105, 0.193, -0.215, -1.099, 0.506, -0.094, -0.709, -0.429, -0.656, -0.396, 0.576, 0.306, 0.275, 0.490, 0.493, 0.427, 0.400, 0.399, 0.397, 0.424, 0.419, 0.454, 0.257, 0.489, 0.415, 0.399, 0.398, 0.391, -0.858, 0.383, -0.676, -0.687, -0.653, 0.229, -1.027, 0.211, -0.285, 0.405, 0.335, 0.113, 0.340, 0.382, 0.372, 0.285, 0.319, 0.380, 0.353, 0.183, 0.363, -0.657]
}

=====

# 4
{
  "formula": "C9H7BaO3",
  "method": "ωB97M-V/def2-TZVPD",
  "homo_lumo_gap_ev": 4.05,
  "total_charge": 1,
  "energy_ev": -16272.9159,
  "symbols": ["O", "C", "O", "C", "C", "O", "C", "C", "C", "C", "C", "C", "H", "H", "H", "H", "H", "H", "H", "Ba"],
  "xyz": [[-0.8803, 0.3515, -3.4873], [-1.4710, -0.3948, -2.6898], [-2.6594, -0.4039, -2.3999], [-0.5733, -1.4791, -1.9846], [-0.7665, -1.4838, -0.5138], [-1.3611, -2.3510, 0.0728], [-0.1524, -0.3589, 0.3015], [-0.2785, -0.4633, 1.7479], [0.2800, 0.5722, 2.6018], [0.9517, 1.7706, 2.0218], [1.0588, 1.8314, 0.5316], [0.4940, 0.7777, -0.3365], [0.4894, -1.2467, -2.1703], [-0.7497, -2.4848, -2.3652], [-0.8079, -1.2842, 2.2199], [0.1581, 0.4624, 3.6752], [1.3244, 2.5804, 2.6432], [1.5207, 2.6832, 0.0379], [0.5232, 0.8537, -1.4272], [2.8998, 0.0675, 1.5210]],
  "forces_ev_per_a": [[1.05, 0.02, 0.36], [-0.50, 1.06, -1.15], [-0.45, -0.62, 0.92], [1.30, -0.22, 0.75], [-0.19, -0.71, -1.15], [-0.14, 0.01, 0.85], [0.46, 1.23, 1.00], [1.64, 2.54, -0.47], [0.16, 1.03, -2.39], [-2.19, -2.13, -2.29], [-1.87, -1.41, 1.09], [0.25, 0.39, 3.29], [-0.27, 0.08, -0.23], [-0.34, 0.17, 0.00], [0.03, -0.11, -0.39], [0.06, 0.22, -0.05], [-0.09, -0.06, -0.05], [-0.07, 0.06, 0.22], [-0.06, 0.03, 0.07], [1.22, -1.58, -0.38]],
  "mulliken_charge": [-0.695, 0.588, -0.640, -0.954, 0.704, -0.553, 0.611, -0.288, -0.631, -0.799, -0.976, -0.073, 0.375, 0.353, 0.500, 0.402, 0.512, 0.445, 0.348, 1.770]
}

=====

# 5
{
  "formula": "C6H6",
  "method": "ωB97M-V/def2-TZVPD",
  "homo_lumo_gap_ev": 8.79,
  "total_charge": 0,
  "smiles": "CC=C=C1C=C1",
  "de_lowest_kj_mol": 630.7,
  "energy_ev": -6312.6631,
  "symbols": ["C", "C", "C", "C", "C", "C", "H", "H", "H", "H", "H", "H"],
  "xyz": [[0.6796, -0.0223, 1.9790], [0.4240, -0.7919, 0.7211], [-0.7060, -0.7825, 0.0968], [-0.9305, -0.2891, -1.0565], [-1.3218, 0.2673, -2.2871], [-0.0794, 0.5569, -1.9526], [1.7291, 0.0233, 2.3181], [0.0296, -0.2959, 2.8239], [0.4312, 1.1083, 1.8756], [1.0361, -1.5414, 0.4702], [-2.0556, 0.5193, -2.9528], [0.7636, 1.2479, -2.0356]],
  "forces_ev_per_a": [[0.14, 2.66, 0.61], [-1.23, 0.99, 4.20], [-0.71, 0.51, -0.22], [0.51, 1.01, -1.96], [1.70, 0.13, 0.34], [-1.19, 0.27, 0.25], [-0.38, -0.57, -0.17], [0.34, -0.35, -0.30], [0.14, -1.70, -0.31], [2.99, -2.70, -0.79], [-1.91, 0.31, -1.49], [-0.39, -0.57, -0.17]],
  "nbo_charge": [-0.667, -0.105, -0.122, -0.066, -0.164, -0.158, 0.213, 0.236, 0.212, 0.179, 0.211, 0.231]
}

=====

# 6
{
  "formula": "H4OS",
  "method": "ωB97M-V/def2-TZVPD",
  "homo_lumo_gap_ev": 10.44,
  "total_charge": 0,
  "smiles": "O.S",
  "de_lowest_kj_mol": 12.5,
  "energy_ev": -12947.3486,
  "symbols": ["O", "H", "H", "S", "H", "H"],
  "xyz": [[-1.2431, 2.2484, -1.7303], [-1.0860, 3.0939, -2.2086], [-0.3807, 2.0405, -1.3044], [0.6115, -3.0034, 1.8361], [0.7283, -2.1661, 0.7887], [1.3699, -2.2133, 2.6186]],
  "forces_ev_per_a": [[1.05, 0.65, -0.05], [-0.13, -0.91, 0.53], [-0.92, 0.27, -0.48], [0.13, 0.24, -0.04], [-0.02, -0.13, 0.15], [-0.11, -0.12, -0.11]],
  "nbo_charge": [-0.939, 0.470, 0.469, -0.285, 0.142, 0.142]
}